[1]
Formula: C5H5NO
Source: OMol25
Level of theory: ωB97M-V/def2-TZVPD

Computed properties:
Relative energy (zero: lowest compared OMol25 entry of this formula, charge and spin) in kcal per mole: 65.18
LUMO level in eV: 0.56
Kohn-Sham gap in eV: 10.720
HOMO energy in eV: -10.16
E_tot in eV: -8800.593

The geometry in XYZ format:
```
12
Properties=species:S:1:pos:R:3:forces:R:3:mulliken_charge:R:1
O 1.110 -2.319 1.078 0.1 0.3 0.1 -0.466
N 1.032 0.826 -1.189 -0.3 1.6 0.0 -0.215
C 0.849 -1.167 0.842 0.1 -0.4 0.1 -0.149
C -0.401 -0.754 0.160 0.0 -0.3 -0.1 0.031
C -0.889 0.655 0.441 -0.2 0.0 0.2 -0.717
C 1.336 1.946 -1.417 0.9 -0.4 -0.2 -0.038
C -0.257 0.310 -0.864 -0.4 0.2 0.0 -0.004
H -1.961 0.805 0.463 0.1 0.0 -0.1 0.235
H -0.886 0.330 -1.740 -0.2 -0.4 0.0 0.374
H -1.100 -1.545 -0.085 0.0 0.0 0.3 0.378
H -0.354 1.254 1.181 0.1 -0.3 -0.3 0.282
H 1.546 -0.345 1.126 -0.2 -0.2 -0.1 0.290
```
Positions in Å, forces in eV/Å.



[2]
Formula: C5H5NO
Source: OMol25
Level of theory: ωB97M-V/def2-TZVPD

Computed properties:
Relative energy (zero: lowest compared OMol25 entry of this formula, charge and spin) in kcal per mole: 99.20
LUMO level (spin up / spin down) in eV: 0.29 / 0.29
Kohn-Sham gap (spin up / spin down) in eV: 9.195 / 9.195
HOMO energy (spin up / spin down) in eV: -8.91 / -8.91
E_tot in eV: -8799.117

The geometry in XYZ format:
```
12
Properties=species:S:1:pos:R:3:forces:R:3:mulliken_charge:R:1
O 1.882 -0.893 0.236 1.9 2.6 0.1 -0.500
N -0.344 0.723 -3.476 -0.1 0.2 -0.4 -0.473
C 0.556 -0.915 0.300 -1.5 2.7 -1.9 -0.217
C -0.261 -0.066 1.268 -2.9 -0.5 -0.7 -0.353
C -1.116 0.679 0.191 2.1 0.0 2.0 -0.146
C -0.534 0.643 -2.344 -0.1 -0.1 0.7 0.164
C -0.546 0.390 -0.962 1.9 -2.6 1.1 -0.129
H -0.958 -0.489 2.081 1.4 -0.2 -1.2 0.263
H 0.530 0.404 1.754 0.8 2.1 1.2 0.206
H 0.345 -1.910 0.214 -1.4 -2.5 -0.7 0.410
H 2.287 0.043 0.222 -1.1 -2.0 0.2 0.368
H -1.840 1.391 0.514 -0.8 0.5 -0.3 0.406
```
Positions in Å, forces in eV/Å.



[3]
Formula: C5H5NO
Source: OMol25
Level of theory: ωB97M-V/def2-TZVPD

Computed properties:
Relative energy (zero: lowest compared OMol25 entry of this formula, charge and spin) in kcal per mole: 31.36
SMILES: N#C[C@@H]1C[C@@H]1C=O
LUMO level in eV: 0.70
Kohn-Sham gap in eV: 11.030
HOMO energy in eV: -10.33
E_tot in eV: -8802.059

The geometry in XYZ format:
```
12
Properties=species:S:1:pos:R:3:forces:R:3:mulliken_charge:R:1
O -2.068 -1.182 1.263 0.6 0.1 -0.1 -0.470
N 0.457 -1.649 -2.194 -0.1 1.0 0.5 -0.431
C -0.499 0.441 0.514 -0.2 0.0 0.1 0.068
C 0.185 0.561 -0.843 0.0 0.0 -0.2 0.052
C 0.352 -0.653 -1.614 0.1 -0.8 -0.5 0.076
C -0.941 -0.930 0.912 -0.4 -0.1 0.1 -0.179
C 0.967 0.745 0.423 0.2 0.0 0.1 -0.725
H 1.669 -0.038 0.696 -0.2 0.1 -0.1 0.284
H -0.055 1.440 -1.434 0.0 -0.2 0.1 0.365
H -0.164 -1.721 0.843 -0.1 0.1 0.0 0.325
H -1.194 1.232 0.776 0.1 -0.1 -0.1 0.372
H 1.292 1.754 0.658 -0.1 -0.2 0.0 0.261
```
Positions in Å, forces in eV/Å.



[4]
Formula: C5H5NO2
Source: OMol25
Level of theory: ωB97M-V/def2-TZVPD

Computed properties:
Relative energy (zero: lowest compared OMol25 entry of this formula, charge and spin) in kcal per mole: 64.17
SMILES: O=CNc1ccoc1
LUMO level in eV: 0.81
Kohn-Sham gap in eV: 10.049
HOMO energy in eV: -9.24
E_tot in eV: -10848.532

The geometry in XYZ format:
```
13
Properties=species:S:1:pos:R:3:forces:R:3:mulliken_charge:R:1
O -2.345 -0.371 0.074 0.8 -1.6 -1.1 -0.271
O 3.493 0.015 -0.140 -6.9 1.7 2.7 -0.586
N 1.270 -0.717 -0.119 -0.8 0.9 1.2 -0.131
C -1.885 0.860 -0.136 -2.3 0.8 1.6 -0.462
C -0.132 -0.506 -0.020 3.9 5.3 -0.8 0.605
C 2.220 0.247 0.253 5.4 -1.6 -2.5 0.121
C -1.209 -1.206 -0.040 -4.6 -4.4 2.6 -0.476
C -0.577 0.931 -0.106 0.8 -1.7 -0.6 -0.341
H -2.666 1.606 -0.050 0.3 0.1 -0.5 0.399
H -1.490 -2.287 0.293 0.9 2.1 -1.2 0.292
H 1.882 1.243 0.827 0.6 -2.5 -1.3 0.257
H -0.082 1.820 -0.381 1.0 0.5 0.1 0.345
H 1.521 -1.634 -0.457 0.9 0.3 0.0 0.247
```
Positions in Å, forces in eV/Å.